Entry 1:
{"formula": "C21H16Cl32N2O4", "method": "ωB97M-V/def2-TZVPD", "species": ["N", "C", "C", "O", "C", "C", "C", "C", "C", "C", "C", "O", "C", "C", "C", "O", "N", "C", "O", "H", "H", "H", "H", "H", "H", "H", "H", "H", "H", "H", "H", "H", "H", "H", "H", "C", "Cl", "Cl", "Cl", "Cl", "C", "Cl", "Cl", "Cl", "Cl", "C", "Cl", "Cl", "Cl", "Cl", "C", "Cl", "Cl", "Cl", "Cl", "C", "Cl", "Cl", "Cl", "Cl", "C", "Cl", "Cl", "Cl", "Cl", "C", "Cl", "Cl", "Cl", "Cl", "C", "Cl", "Cl", "Cl", "Cl"], "positions_angstrom": [[2.260, 0.752, -1.074], [1.841, 2.055, -0.505], [0.420, 1.980, 0.119], [0.447, 2.232, 1.537], [-0.580, 2.963, -0.495], [-1.992, 2.418, -0.598], [-2.274, 1.074, -0.834], [-3.555, 0.558, -0.896], [-4.657, 1.396, -0.719], [-6.084, 0.898, -0.745], [-6.268, -0.462, -1.415], [-5.621, -0.592, -2.670], [-4.395, 2.748, -0.505], [-3.094, 3.249, -0.447], [-3.171, 4.728, -0.204], [-2.312, 5.555, -0.110], [-4.529, 4.974, -0.058], [-5.353, 3.889, -0.314], [-6.550, 3.923, -0.328], [1.536, 0.503, -1.744], [2.175, 0.081, -0.316], [2.526, 2.302, 0.302], [1.827, 2.790, -1.304], [0.094, 0.949, 0.004], [0.274, 1.401, 1.986], [-0.620, 3.805, 0.194], [-0.230, 3.381, -1.434], [-1.452, 0.385, -0.978], [-3.683, -0.504, -1.074], [-6.730, 1.656, -1.181], [-6.409, 0.787, 0.292], [-5.920, -1.241, -0.736], [-7.341, -0.614, -1.555], [-5.609, 0.277, -3.085], [-4.890, 5.916, -0.064], [-1.815, 3.294, -5.105], [-0.217, 3.988, -5.404], [-3.060, 4.404, -5.689], [-1.956, 1.750, -5.952], [-2.025, 3.031, -3.368], [-2.384, -3.906, -0.327], [-3.682, -4.899, -0.990], [-2.033, -4.407, 1.329], [-0.933, -4.061, -1.320], [-2.883, -2.203, -0.310], [-1.300, -3.333, 5.285], [0.241, -2.478, 5.156], [-2.559, -2.407, 4.460], [-1.147, -4.930, 4.536], [-1.728, -3.523, 6.987], [2.639, -4.128, -3.626], [1.437, -5.390, -3.321], [4.246, -4.733, -3.220], [2.592, -3.671, -5.330], [2.275, -2.714, -2.627], [6.411, 0.253, -2.004], [5.743, 1.203, -0.669], [5.215, -0.928, -2.545], [6.820, 1.333, -3.341], [7.867, -0.591, -1.464], [-5.094, 1.032, 3.749], [-3.780, 1.245, 4.910], [-4.707, 1.883, 2.248], [-5.290, -0.692, 3.393], [-6.594, 1.669, 4.424], [9.092, -0.648, 2.611], [8.580, -1.318, 4.174], [7.741, 0.212, 1.873], [10.436, 0.467, 2.868], [9.608, -1.955, 1.542], [10.432, -5.811, 3.605], [12.037, -5.771, 2.866], [9.784, -4.170, 3.688], [9.359, -6.818, 2.626], [10.551, -6.490, 5.233]], "mulliken_charge": [-0.4314, -1.0884, 0.4052, -0.6488, -0.5024, -0.4456, 0.1823, -1.3005, 0.5160, -0.2526, -0.8156, -0.5098, -0.7533, 0.0827, 0.0721, -0.6179, -0.0097, 0.5640, -0.6268, 0.1964, 0.2381, 0.3855, 0.3530, 0.2858, 0.3574, 0.4623, 0.4875, 0.4722, 1.1162, 0.4378, 0.2812, 0.3005, 0.4030, 0.3514, 0.2626, 0.2695, -0.1180, -0.1176, -0.1106, 0.0420, 0.1117, -0.1102, -0.0006, -0.0487, -0.0365, 0.2648, -0.0969, 0.0279, -0.1055, -0.1009, 0.3211, -0.1043, -0.0882, -0.0964, -0.0162, 0.2725, -0.0868, -0.0305, -0.1124, -0.0725, 0.2627, -0.1002, -0.0167, -0.1101, -0.1019, 0.3698, -0.1316, -0.0296, -0.0931, -0.1032, 0.2976, -0.1054, 0.0029, -0.1023, -0.1059], "multiplicity": 1, "total_charge": 0, "homo_energy_ev": -9.50, "smiles": "NC[C@@H](O)Cc1ccc(CCO)c2c1C(=O)NC2=O.ClC(Cl)(Cl)Cl.ClC(Cl)(Cl)Cl.ClC(Cl)(Cl)Cl.ClC(Cl)(Cl)Cl.ClC(Cl)(Cl)Cl.ClC(Cl)(Cl)Cl.ClC(Cl)(Cl)Cl.ClC(Cl)(Cl)Cl", "e_lumo_ha": -0.0226}

***

Entry 2:
{"formula": "C5H6FP", "method": "ωB97M-V/def2-TZVPD", "species": ["C", "C", "C", "C", "C", "F", "P", "H", "H", "H", "H", "H", "H"], "positions_angstrom": [[1.448, -0.781, 0.658], [1.152, -1.287, -0.713], [0.803, 0.362, 1.025], [0.310, -0.503, -1.382], [-1.645, 1.221, 0.097], [-0.239, -0.677, -2.575], [0.146, 1.432, -0.308], [2.061, -1.302, 1.354], [1.137, -2.317, -0.873], [1.071, 0.690, 1.970], [-2.414, 1.964, -0.304], [-1.935, 1.039, 1.237], [-1.895, 0.160, -0.189]], "mulliken_charge": [-0.2026, -0.4890, -0.5017, 0.1695, -0.8567, -0.2287, 0.0473, 0.4111, 0.3418, 0.4394, 0.3141, 0.2739, 0.2816], "multiplicity": 1, "de_lowest_kj_mol": 108.4, "total_charge": 0, "homo_energy_ev": -8.67, "smiles": "CP1=CC=CC=1F", "e_lumo_ha": 0.0196}

***

Entry 3:
{"formula": "C5H10O", "method": "ωB97M-V/def2-TZVPD", "species": ["C", "C", "C", "C", "C", "O", "H", "H", "H", "H", "H", "H", "H", "H", "H", "H"], "positions_angstrom": [[0.904, -0.859, 1.118], [-0.386, -0.385, 0.494], [-1.012, -1.278, -0.545], [-0.922, 0.798, 0.797], [0.870, 1.646, -1.268], [0.974, 0.776, -2.098], [1.432, -1.564, 0.468], [0.699, -1.374, 2.064], [1.582, -0.027, 1.338], [-0.642, -0.986, -1.538], [-2.103, -1.187, -0.547], [-0.751, -2.331, -0.395], [-0.452, 1.477, 1.505], [-1.850, 1.129, 0.336], [1.543, 1.713, -0.391], [0.113, 2.450, -1.341]], "mulliken_charge": [-1.2381, 0.8734, -1.1862, -1.1061, -0.0619, -0.4302, 0.3545, 0.3483, 0.3121, 0.2563, 0.3631, 0.3468, 0.3508, 0.3332, 0.2216, 0.2623], "multiplicity": 1, "de_lowest_kj_mol": 153.6, "total_charge": 0, "homo_energy_ev": -9.38, "smiles": "C=C(C)C.C=O", "e_lumo_ha": 0.0360}

***

Entry 4:
{"formula": "C3H11NO", "method": "ωB97M-V/def2-TZVPD", "species": ["C", "C", "N", "C", "H", "H", "H", "H", "H", "H", "H", "H", "H", "H", "H", "O"], "positions_angstrom": [[0.266, -1.329, -1.490], [0.571, 0.048, -1.082], [0.851, 0.360, 0.411], [0.389, -0.735, 1.390], [-0.620, -1.362, -2.201], [-0.102, -1.803, -0.655], [1.008, -2.031, -1.971], [-0.393, 0.607, -1.213], [1.404, 0.405, -1.538], [0.525, 1.219, 0.723], [0.571, -1.770, 0.932], [1.036, -0.588, 2.253], [-0.589, -0.575, 1.797], [-1.273, 2.395, 1.590], [-2.194, 2.480, 0.333], [-1.450, 2.678, 0.722]], "mulliken_charge": [-1.0388, -0.0823, 0.0376, -0.7730, 0.3187, 0.3295, 0.2935, 0.2098, 0.3851, 0.2676, 0.3482, 0.3498, 0.3402, 0.3230, 0.2888, -0.5975], "multiplicity": 2, "de_lowest_kj_mol": 219.5, "total_charge": 1, "homo_energy_ev": [-16.03, -16.01], "e_lumo_ha": [-0.1197, -0.2926]}

***

Entry 5:
{"formula": "C18H27O", "method": "ωB97M-V/def2-TZVPD", "species": ["C", "O", "C", "C", "C", "C", "C", "C", "C", "C", "H", "H", "H", "H", "H", "H", "H", "H", "H", "H", "H", "C", "C", "C", "C", "C", "C", "C", "C", "C", "H", "H", "H", "H", "H", "H", "H", "H", "H", "H", "H", "H", "H", "H", "H", "H"], "positions_angstrom": [[1.257, -0.287, 4.759], [1.202, -0.760, 3.433], [1.538, 0.134, 2.444], [2.070, -0.629, 1.261], [2.981, -0.019, 0.381], [3.324, -0.654, -0.801], [2.867, -1.930, -1.146], [3.234, -2.570, -2.474], [2.128, -2.595, -0.152], [1.757, -1.982, 1.059], [0.765, -1.062, 5.359], [2.344, -0.158, 4.988], [0.734, 0.691, 4.934], [2.232, 0.949, 2.773], [3.348, 0.976, 0.669], [4.061, -0.183, -1.454], [2.801, -3.566, -2.560], [2.825, -1.941, -3.265], [4.314, -2.640, -2.648], [1.891, -3.656, -0.274], [1.170, -2.516, 1.813], [-1.922, 7.667, 1.806], [-0.619, 7.354, 1.770], [0.325, 8.204, 0.960], [-0.082, 6.177, 2.586], [-0.749, 4.817, 2.307], [-0.047, 3.655, 3.106], [-0.497, 2.246, 2.937], [-1.878, 1.921, 3.372], [0.209, 1.291, 2.157], [-2.646, 7.086, 2.368], [-2.306, 8.539, 1.285], [1.353, 7.846, 1.075], [0.071, 8.189, -0.115], [0.274, 9.260, 1.274], [1.004, 6.117, 2.433], [-0.248, 6.378, 3.660], [-1.817, 4.874, 2.597], [-0.720, 4.579, 1.226], [1.038, 3.734, 2.950], [-0.227, 3.844, 4.167], [-2.184, 2.672, 4.110], [-2.619, 1.876, 2.540], [-1.917, 0.938, 3.874], [-0.433, 0.429, 1.876], [0.779, 1.786, 1.309]], "mulliken_charge": [-0.6013, -0.2572, -0.2637, 0.5226, -0.5534, -0.4695, 0.6837, -1.3447, -0.5510, -0.4955, 0.2702, 0.3146, 0.1992, 0.4601, 0.3735, 0.3767, 0.3530, 0.3322, 0.3343, 0.2919, 0.4213, -1.0566, 0.8173, -1.2817, -0.7656, -0.2624, -1.2824, 1.0211, -1.6690, -0.7320, 0.2396, 0.3345, 0.3544, 0.3015, 0.3281, 0.3770, 0.3224, 0.3364, 0.3239, 0.3525, 0.5122, 0.4445, 0.3326, 0.4326, 0.3264, 0.4958], "multiplicity": 1, "total_charge": 1, "homo_energy_ev": -11.67, "e_lumo_ha": -0.1940}

***

Entry 6:
{"formula": "CH4N2O", "method": "ωB97M-V/def2-TZVPD", "species": ["C", "H", "H", "H", "H", "N", "N", "O"], "positions_angstrom": [[-0.828, 0.479, -0.045], [2.266, -0.461, 1.198], [0.108, -1.562, -0.297], [0.970, 1.433, -0.664], [-1.269, 1.536, -0.185], [1.412, -0.476, -0.263], [0.575, 0.599, 0.215], [-1.378, -0.585, 0.069]], "mulliken_charge": [0.2051, 0.1728, 0.3151, 0.3069, 0.2570, -0.5529, -0.1818, -0.5222], "multiplicity": 1, "de_lowest_kj_mol": 870.6, "total_charge": 0, "homo_energy_ev": -9.05, "e_lumo_ha": -0.0112}

***

Entry 7:
{"formula": "C4H10N2", "method": "ωB97M-V/def2-TZVPD", "species": ["C", "C", "C", "N", "C", "N", "H", "H", "H", "H", "H", "H", "H", "H", "H", "H"], "positions_angstrom": [[2.235, -0.122, 0.148], [1.139, -0.297, -0.914], [-0.218, -0.783, -0.406], [-0.745, 0.372, 0.424], [-2.086, 0.756, 0.187], [-2.976, 1.220, 0.993], [3.241, -0.046, -0.360], [2.030, 0.910, 0.760], [2.226, -0.987, 0.753], [1.512, -1.054, -1.611], [1.046, 0.608, -1.492], [-0.956, -1.022, -1.263], [-0.250, -1.657, 0.306], [-0.769, 0.295, 1.405], [-2.389, 0.808, -0.932], [-3.040, 0.998, 2.001]], "mulliken_charge": [-1.0350, -0.5057, -0.5097, -0.2841, 0.0970, -0.6505, 0.3180, 0.2417, 0.3130, 0.3467, 0.3015, 0.3684, 0.2708, 0.2338, 0.2802, 0.2136], "multiplicity": 1, "de_lowest_kj_mol": 162.4, "total_charge": 0, "homo_energy_ev": -9.22, "smiles": "[H]/N=C\\NCCC", "e_lumo_ha": 0.0374}

***

Entry 8:
{"formula": "C5H11GaO4", "method": "ωB97M-V/def2-TZVPD", "species": ["O", "C", "C", "O", "C", "C", "O", "C", "Ga", "H", "H", "H", "H", "H", "H", "H", "H", "H", "H", "O", "H"], "positions_angstrom": [[2.119, 0.324, 1.406], [1.441, -0.481, 2.139], [0.075, -0.673, 1.979], [-0.582, 0.291, 1.210], [-1.283, -0.215, 0.080], [-1.193, 0.781, -1.046], [0.178, 1.043, -1.283], [0.414, 1.764, -2.477], [0.949, 1.880, 0.649], [1.962, -1.129, 2.865], [-0.524, -1.067, 2.805], [-2.336, -0.403, 0.337], [-0.831, -1.162, -0.249], [-1.720, 1.718, -0.793], [-1.665, 0.356, -1.946], [1.493, 1.942, -2.547], [0.076, 1.178, -3.346], [-0.111, 2.734, -2.463], [0.430, -2.099, 1.080], [0.638, -3.004, 0.526], [0.470, -3.776, 1.073]], "mulliken_charge": [-0.5140, 0.2071, -0.6151, -0.2314, -0.2326, -0.7174, -0.1992, -0.7672, 0.1027, 0.3410, 0.3645, 0.3320, 0.3144, 0.3751, 0.4509, 0.2734, 0.3118, 0.3454, 0.3481, -0.7635, 0.2741], "multiplicity": 1, "de_lowest_kj_mol": 41.7, "total_charge": 0, "homo_energy_ev": -7.87, "e_lumo_ha": 0.0240}

***

Entry 9:
{"formula": "C28H22F2NO5Pt", "method": "ωB97M-V/def2-TZVPD", "species": ["Pt", "C", "C", "C", "C", "C", "C", "C", "F", "C", "C", "C", "O", "C", "C", "N", "C", "C", "O", "O", "H", "H", "H", "H", "H", "H", "H", "H", "H", "H", "H", "F", "C", "C", "C", "C", "C", "C", "C", "H", "H", "H", "H", "H", "H", "O", "C", "O", "C", "C", "C", "C", "C", "C", "H", "H", "H", "H", "H"], "positions_angstrom": [[-0.574, -0.619, 0.506], [-0.340, -5.457, -5.057], [0.157, -4.069, -5.432], [1.421, -4.067, -6.279], [2.594, -4.644, -5.501], [2.747, -3.943, -4.178], [3.956, -3.915, -3.524], [4.088, -3.253, -2.306], [5.283, -3.261, -1.708], [3.046, -2.598, -1.716], [1.804, -2.603, -2.366], [0.679, -1.908, -1.767], [0.903, -1.314, -0.648], [-0.531, -1.936, -2.445], [-0.608, -2.644, -3.634], [0.404, -3.281, -4.194], [1.652, -3.281, -3.585], [-1.805, -1.233, -2.047], [-2.801, -1.461, -2.694], [-1.754, -0.355, -1.088], [-0.517, -6.042, -5.959], [-1.277, -5.393, -4.503], [0.383, -5.990, -4.439], [-0.627, -3.530, -5.963], [1.646, -3.042, -6.584], [1.234, -4.641, -7.186], [3.517, -4.547, -6.072], [2.448, -5.714, -5.330], [4.826, -4.401, -3.949], [3.173, -2.089, -0.773], [-1.563, -2.677, -4.143], [-2.133, 3.719, 4.237], [-1.469, 3.171, 3.221], [-0.188, 2.692, 3.448], [0.492, 2.104, 2.402], [-0.105, 1.991, 1.140], [0.478, 1.184, 0.094], [-1.394, 2.519, 0.941], [-2.083, 3.108, 1.979], [0.247, 2.789, 4.433], [1.486, 1.706, 2.561], [1.518, 0.896, 0.190], [0.150, 1.397, -0.919], [-1.857, 2.441, -0.035], [-3.079, 3.506, 1.852], [-1.910, -0.678, 2.038], [-0.970, -1.077, 2.835], [0.202, -1.155, 2.287], [-1.209, -1.385, 4.234], [-0.125, -1.606, 5.084], [-0.361, -1.874, 6.420], [-1.666, -1.928, 6.895], [-2.743, -1.714, 6.043], [-2.519, -1.437, 4.707], [0.882, -1.565, 4.691], [0.469, -2.042, 7.092], [-1.846, -2.140, 7.940], [-3.754, -1.762, 6.423], [-3.343, -1.261, 4.028]], "mulliken_charge": [2.2206, -1.3318, -0.2798, -1.0496, -1.0807, 0.9866, -0.7006, 0.0146, -0.3424, -1.0777, 0.3576, 1.9768, -1.4668, -0.1559, -0.5888, 0.1052, -0.4912, 0.2705, -0.6564, -0.7132, 0.3844, 0.3982, 0.3780, 0.5014, 0.3632, 0.4225, 0.4886, 0.3562, 0.5523, 0.6495, 0.5845, -0.3104, 0.4113, -0.6455, -0.2975, 0.3042, -1.2137, -0.1546, -0.6939, 0.4825, 0.3599, 0.5285, 0.5165, 0.3810, 0.4712, -0.6823, 1.1502, -0.6384, 0.2073, -0.4137, -0.6729, -0.3577, -0.6267, -0.3544, 0.4692, 0.4120, 0.4067, 0.4190, 0.4664], "multiplicity": 1, "de_lowest_kj_mol": 13.7, "total_charge": 1, "homo_energy_ev": -11.73, "e_lumo_ha": -0.1537}